A cluster of 3 separate species, C4H11N2O2 in total at a distorted geometry, computed with ωB97M-V/def2-TZVPD.

Its total charge is +1. The LUMO energy comes out at -0.12386 Eh. The value obtained for the gap between HOMO and LUMO is 10.46 eV. As for the energy above the lowest of the compared OMol25 structures with the same formula, charge and spin: 18.2 kcal/mol.

Atoms and positions in Å:
C (-1.6629, 1.0802, -0.7673)
C (-0.2119, 1.0619, -0.7594)
C (0.7826, 1.8634, -1.3448)
N (2.0372, 1.4872, -0.9117)
C (1.8574, 0.6133, 0.1355)
N (0.5331, 0.3221, 0.1246)
H (-2.0922, 1.5497, -1.6652)
H (-2.1627, 1.6100, 0.0358)
H (-2.0852, 0.0465, -0.7632)
H (0.7669, 2.6309, -2.0874)
H (2.8987, 1.9188, -1.2777)
H (2.5428, -0.0832, 0.5822)
H (0.0673, -0.3596, 0.7551)
H (1.2625, -3.1783, 1.2504)
H (1.1756, -2.3575, -0.1508)
O (1.1136, -2.3649, 0.8005)
H (-1.5821, -2.2962, 2.1200)
H (-2.8641, -1.4655, 2.2591)
O (-2.3766, -2.0789, 1.6642)

These are the natural (NBO) partial charges, in e, on atoms 1 to 5: C -0.687; C 0.164; C -0.038; N -0.462; C 0.222